The following is a quantum chemistry calculation of a structure of composition C36H36N7Pt, from the Open Molecules 2025 dataset.

Element x y z (Å)
Pt: 0.319 0.350 0.371
C: 0.129 3.722 -2.367
C: -0.270 2.648 -1.579
N: 0.619 1.973 -0.853
C: 1.919 2.368 -0.895
C: 2.278 3.442 -1.697
N: 1.392 4.108 -2.425
C: 2.852 1.594 -0.054
C: 4.208 1.785 0.088
C: 4.955 0.955 0.942
C: 4.259 -0.058 1.626
C: 2.902 -0.209 1.448
N: 2.237 0.614 0.623
C: 2.018 -1.208 2.078
C: 2.435 -2.179 2.978
N: 1.594 -3.047 3.522
C: 0.317 -2.965 3.186
C: -0.139 -2.008 2.285
N: 0.705 -1.140 1.732
C: 6.411 1.137 1.112
C: 7.122 2.062 0.346
C: 8.489 2.195 0.542
N: 9.165 1.481 1.432
C: 8.499 0.600 2.166
C: 7.133 0.391 2.044
H: -0.594 4.270 -2.958
H: -1.301 2.331 -1.532
H: 3.306 3.776 -1.755
H: 4.690 2.580 -0.458
H: 4.784 -0.728 2.287
H: 3.475 -2.260 3.268
H: -0.369 -3.672 3.634
H: -1.181 -1.942 2.009
H: 6.659 2.681 -0.408
H: 9.059 2.905 -0.045
H: 9.077 0.033 2.886
H: 6.676 -0.345 2.690
C: -2.835 2.886 3.672
C: -3.211 1.919 2.587
C: -4.563 1.554 2.377
C: -5.012 0.642 1.390
C: -6.471 0.307 1.266
C: -4.075 0.084 0.572
C: -2.658 0.414 0.701
C: -2.288 1.348 1.764
N: -1.695 -0.073 -0.049
C: -1.929 -0.990 -1.219
C: -0.578 -1.384 -1.840
C: -0.783 -2.333 -3.034
C: -1.493 -3.602 -2.565
C: -2.840 -3.215 -1.953
C: -3.701 -2.491 -2.992
C: -2.969 -1.244 -3.497
C: -1.621 -1.635 -4.104
C: -2.741 -0.271 -2.332
C: -2.605 -2.303 -0.742
H: -3.714 3.267 4.186
H: -2.290 3.735 3.261
H: -2.196 2.403 4.412
H: -5.312 1.999 3.027
H: -7.066 0.836 2.007
H: -6.632 -0.762 1.402
H: -6.843 0.577 0.277
H: -4.398 -0.628 -0.166
H: -1.238 1.594 1.871
H: 0.043 -1.889 -1.092
H: -0.050 -0.489 -2.186
H: 0.201 -2.582 -3.435
H: -0.882 -4.139 -1.833
H: -1.644 -4.278 -3.408
H: -3.358 -4.107 -1.597
H: -4.671 -2.218 -2.564
H: -3.907 -3.159 -3.828
H: -3.579 -0.729 -4.241
H: -1.104 -0.749 -4.484
H: -1.773 -2.302 -4.954
H: -3.698 0.105 -1.981
H: -2.165 0.589 -2.686
H: -1.934 -2.803 -0.036
H: -3.547 -2.125 -0.226

Output
- HOMO energy: -15.9 eV
- HOMO-LUMO gap: 0.143 Eh
- Net charge: +3
- Energy relative to the best compared isomer or geometry (same formula, charge and spin): 0.00 kJ/mol